Version 1
One molecule with the formula C22H30N4O4. Source: the OMol25 dataset; level of theory: ωB97M-V/def2-TZVPD.

SMILES: COc1cc(C(=O)N[C@H](C)CCn2cccn2)ccc1OC1CCN(C(C)=O)CC1
HOMO-LUMO gap in hartree: 0.341
Lowest unoccupied orbital energy in Eh: 0.0254

Last column: Mulliken charge in e.
Atoms and positions in Å:
C 5.630 0.003 -0.079  -0.920
C 4.971 3.010 -0.761  -1.625
H -6.298 2.200 -1.432  0.318
H -5.303 3.441 -0.645  0.332
H 5.988 0.428 -1.018  0.345
N 3.832 -0.668 -1.534  -1.033
H 2.176 -1.636 -2.342  0.630
H -3.287 -0.157 -2.894  0.410
C 2.906 -2.329 -0.351  -0.653
H 5.941 3.405 -0.469  0.397
C 1.023 0.492 0.254  0.047
H 2.251 -3.127 -0.069  0.462
H -4.914 -0.297 -2.218  0.466
H 5.095 2.385 -1.642  0.391
H 4.323 3.842 -1.022  0.400
C -5.480 1.606 0.475  1.125
C -3.856 -0.206 -1.964  -1.028
C 2.864 -1.566 -1.523  -0.416
H -6.921 3.076 -0.027  0.350
C -0.707 -2.601 2.515  -1.053
O 2.290 1.402 2.051  -0.695
H 6.420 -0.626 0.345  0.362
H -1.303 -3.446 2.858  0.276
N 3.088 1.667 -0.047  -0.154
O -1.194 -2.288 1.233  -0.383
H 6.220 1.576 1.254  0.495
O -2.077 -1.811 -1.293  -0.632
H -0.833 -1.764 3.208  0.393
C 3.977 -1.822 0.350  -0.278
H 0.972 1.516 -1.637  0.461
H -3.520 -2.213 0.830  0.403
N 4.504 -0.834 -0.397  0.880
H 0.842 -0.657 2.020  0.546
C -3.457 -1.475 -1.189  0.092
H 3.069 1.280 -0.982  0.505
H -3.915 -2.334 -1.696  0.272
N -4.332 0.988 0.108  0.062
O -6.029 1.358 1.532  -0.663
H 4.138 2.884 1.225  0.418
H -4.034 1.932 -1.736  0.531
H -5.071 -1.631 0.206  0.522
C 0.440 -0.503 1.032  -0.191
C 5.290 1.112 0.924  -0.729
H 0.348 -2.891 2.484  0.331
H -2.732 0.122 1.103  0.282
C -3.999 -1.428 0.247  -0.968
C 4.358 2.214 0.384  0.016
C 2.177 1.225 0.851  -0.596
H -0.881 0.156 -2.510  0.395
C -1.104 -1.009 -0.746  1.195
C -0.605 -1.274 0.547  0.259
H -2.593 1.252 -0.968  0.164
H 4.392 -2.094 1.299  0.465
C -3.658 1.086 -1.162  -0.734
H 4.805 0.668 1.796  0.364
C -0.511 -0.014 -1.510  -0.679
C 0.544 0.738 -1.024  -0.160
C -3.794 -0.076 0.930  -0.811
C -6.029 2.649 -0.479  -1.332
H -4.323 -0.057 1.885  0.372

Version 2
One molecule with the formula C22H30N4O4. Source: the OMol25 dataset; level of theory: ωB97M-V/def2-TZVPD.

SMILES: COc1cc(NC(=O)NCCN2CCN(c3ccccc3)CC2)cc(OC)c1OC
HOMO-LUMO gap in hartree: 0.275
Lowest unoccupied orbital energy in Eh: 0.0032

Last column: Mulliken charge in e.
Atoms and positions in Å:
H -0.353 -2.732 -0.120  1.054
O 6.092 3.398 1.102  -0.286
H 4.004 -0.650 -0.338  0.517
H 2.609 5.168 -0.887  0.628
N -4.333 -0.487 -0.079  0.066
C -6.247 -2.024 -0.068  -0.579
O 6.235 0.446 0.971  -0.234
C 2.854 1.418 -0.638  0.017
H 7.333 -1.135 1.376  0.150
H 2.014 3.216 -0.815  0.367
H -2.759 -2.334 1.061  0.364
C -7.002 -1.325 2.386  -0.441
H 3.147 6.328 0.138  0.323
H -4.873 -0.677 -1.888  0.655
C 5.095 2.622 0.490  -0.008
O 2.658 -1.730 -1.090  -0.820
C -2.146 -1.411 0.812  -1.141
H -2.938 -2.018 -2.512  0.651
H -0.709 -2.506 -2.896  1.119
H 1.135 1.024 -1.288  0.008
H -3.414 -0.090 1.713  0.911
N 0.538 -1.127 -2.059  -0.064
H -5.309 0.066 2.615  0.099
H -0.156 -0.425 -1.794  0.107
C 1.714 -0.707 -1.509  0.594
N 1.914 0.501 -1.062  -0.032
C 7.351 3.044 1.049  -0.635
H -1.334 -1.277 1.211  0.804
O 3.848 4.593 0.323  -0.420
H 7.804 2.180 1.565  0.240
H -5.761 -2.439 -0.857  0.491
H 2.067 5.116 0.505  0.633
H -3.684 -2.746 -1.057  0.290
H 7.744 2.577 -0.057  0.233
C 2.827 2.619 -0.435  -0.723
H 6.211 -1.031 -0.133  0.719
H -1.357 -3.668 -0.822  0.371
H 0.784 -3.077 -2.174  0.351
C -7.766 -2.015 1.799  -0.334
H 5.524 -1.338 1.432  0.373
C -3.186 -0.214 0.881  -1.306
C 3.825 3.161 0.093  0.386
H -8.502 -2.605 2.261  0.375
C 2.854 5.349 -0.006  -1.494
H 7.876 4.100 1.271  0.221
H -7.304 -0.814 3.405  0.211
C -5.458 -0.930 0.481  0.950
C -3.902 -0.617 -1.318  -1.396
C -7.393 -2.367 0.543  -0.547
C 5.193 1.273 0.683  0.604
C 0.014 -2.425 -2.408  -1.532
C -0.913 -2.516 -0.801  -1.772
C 6.290 -0.789 0.699  -1.297
C -5.945 -0.541 1.690  -0.243
H -2.479 0.640 0.432  0.178
H -3.615 0.277 -1.636  0.569
H -8.019 -3.259 0.158  0.197
C 4.097 0.597 -0.039  -0.186
N -1.850 -1.785 -0.785  0.882
C -2.947 -1.879 -1.575  -1.219

Version 3
One molecule with the formula C22H30N4O4. Source: the OMol25 dataset; level of theory: ωB97M-V/def2-TZVPD.

SMILES: Cc1cc(C)n(C[C@H](O)COc2cccc(OC[C@H](O)Cn3nc(C)cc3C)c2)n1
HOMO-LUMO gap in hartree: 0.331
Lowest unoccupied orbital energy in Eh: 0.0264

Last column: Mulliken charge in e.
Atoms and positions in Å:
C 0.410 0.983 5.621  1.191
H -2.125 1.015 -1.261  0.483
N -0.819 -0.855 5.351  -1.200
C 1.594 -0.925 -4.987  -0.700
H 1.226 2.472 4.331  0.311
H 2.926 1.173 -3.999  0.490
C 1.437 2.005 5.293  -1.502
H 2.430 1.557 5.246  0.320
H -1.244 -2.622 -1.679  0.346
H 1.482 0.281 3.286  0.323
C -0.741 -1.889 -4.548  -0.826
C -1.195 1.339 -3.252  0.307
O 1.026 0.403 0.807  -0.203
C -1.647 -0.709 -2.542  0.681
H -0.905 0.445 2.500  0.177
H -1.413 -1.595 3.712  0.499
C -1.012 2.809 -3.375  -1.370
H 2.186 2.498 -0.005  0.433
O -0.193 -0.731 -6.606  -0.641
H -1.905 -1.059 8.325  0.271
H 3.108 2.888 -2.268  0.393
C 2.512 0.984 -3.021  -0.647
H -2.518 -1.692 -0.879  0.385
C -2.083 -1.944 -1.842  -1.559
C -0.451 0.891 6.695  -1.040
O -1.257 -1.574 2.745  -0.572
H -0.520 0.064 -6.146  0.478
H -2.644 -1.772 6.879  0.340
C 0.324 -1.567 -5.611  -0.201
H 1.439 2.774 6.060  0.338
H 1.501 0.155 -5.125  0.320
C 1.885 -0.219 -2.726  0.250
C 2.117 1.742 -0.771  -0.672
H 2.486 -1.276 -5.518  0.464
C -2.281 -0.850 7.324  -1.121
H 1.198 -1.443 3.659  0.145
C 0.733 -0.454 3.576  -0.878
H -1.933 3.330 -3.125  0.372
C -1.202 -0.277 6.477  0.604
H -0.232 3.141 -2.689  0.192
H 0.859 -1.642 1.127  0.352
O 1.713 -1.242 -3.614  -0.425
H -0.360 -2.664 -3.879  0.465
C 0.247 -0.730 1.118  0.175
H -0.717 3.061 -4.390  0.350
H 0.951 -1.409 -1.238  0.478
N -0.817 0.508 -4.210  -0.768
H -1.630 -2.268 -5.067  0.288
C 1.503 0.528 -0.465  0.127
H 0.586 -2.505 -6.112  0.533
C 2.621 1.952 -2.036  -0.826
H -2.830 -2.475 -2.433  0.417
C -0.368 -0.520 2.503  0.043
N 0.159 -0.092 4.841  0.949
N -1.083 -0.727 -3.770  0.821
H -0.530 1.566 7.522  0.390
C -1.732 0.618 -2.175  -0.684
H -0.566 -0.857 0.395  -0.278
C 1.403 -0.452 -1.438  0.341
H -3.107 -0.146 7.412  0.271

version 1 has the most favorable energy; the next structure is 0.0331 hartree above.